Computed, not measured: C36H44N5P2S4Sr as an isolated structure, with wB97M-V/def2-TZVPD.

Geometry (Å):
Sr (0.3331, 1.3833, 1.8852)
C (3.5846, 3.5240, -1.1263)
C (3.3902, 2.6563, 0.0869)
C (4.6524, 2.8138, 0.9364)
P (2.7057, 0.8489, -0.1691)
C (3.8278, -0.6347, 0.0357)
C (5.2069, -0.1577, -0.3747)
C (3.3278, -1.8590, -0.7850)
C (2.0611, 0.6207, -1.9394)
C (3.0098, 0.8945, -2.9136)
C (2.7489, 1.3046, -4.2410)
C (1.4936, 1.1266, -4.7552)
C (0.5717, 0.4991, -3.9046)
C (0.7775, 0.3241, -2.4723)
N (-0.1290, -0.1101, -1.5564)
C (-1.4038, -0.2258, -2.0878)
C (-2.1164, 0.9753, -2.2475)
C (-3.1965, 1.0093, -3.1602)
C (-3.6096, -0.1517, -3.8653)
C (-3.1940, -1.3966, -3.3500)
C (-2.1657, -1.4789, -2.4273)
P (-1.8188, -3.0233, -1.4306)
C (-3.3582, -3.1246, -0.2420)
C (-2.8184, -3.1906, 1.2523)
C (-4.5152, -4.0232, -0.5759)
C (-1.7625, -4.5116, -2.6775)
C (-2.8762, -4.8434, -3.6701)
C (-1.2859, -5.8110, -2.0218)
H (3.7871, 4.5481, -0.7985)
H (4.5199, 3.3039, -1.6873)
H (2.7423, 3.5263, -1.8367)
H (2.5919, 3.1052, 0.6930)
H (5.5117, 2.9169, 0.3117)
H (4.4899, 3.7893, 1.5033)
H (4.8241, 2.0344, 1.7109)
H (3.7298, -0.8507, 1.0921)
H (5.7122, -1.0051, -0.8846)
H (5.2406, 0.6573, -1.1045)
H (5.8515, 0.1226, 0.4918)
H (3.5325, -1.8135, -1.8613)
H (3.7527, -2.7575, -0.3067)
H (2.2409, -1.9439, -0.6488)
H (4.0755, 0.7533, -2.6198)
H (3.6160, 1.6592, -4.7743)
H (1.2856, 1.4507, -5.7736)
H (-0.3929, 0.1856, -4.2836)
H (-1.7874, 1.8481, -1.6741)
H (-3.6705, 1.9641, -3.3833)
H (-4.3123, -0.0499, -4.6968)
H (-3.5973, -2.3285, -3.6943)
H (-3.7602, -2.0749, -0.3376)
H (-2.1883, -4.0498, 1.4582)
H (-2.3040, -2.2283, 1.4183)
H (-3.6943, -3.2165, 1.9587)
H (-4.3452, -5.0735, -0.2878)
H (-5.4112, -3.6564, -0.0071)
H (-4.7970, -3.9831, -1.6315)
H (-0.8977, -4.1630, -3.2785)
H (-3.7289, -5.3884, -3.1912)
H (-3.3329, -3.9933, -4.1878)
H (-2.4240, -5.5386, -4.3988)
H (-2.1077, -6.2539, -1.3799)
H (-1.0357, -6.5440, -2.8116)
H (-0.3847, -5.7029, -1.3678)
S (2.3930, 2.7693, 3.8942)
C (2.6944, 1.3861, 4.7964)
S (2.4520, -0.1410, 4.1916)
C (3.2336, 1.5894, 6.1210)
C (3.4748, 2.8235, 6.8277)
N (3.7507, 3.5780, 7.7006)
C (3.5919, 0.5264, 6.9764)
N (4.0387, -0.1590, 7.8555)
C (-0.0653, 4.8497, 0.4099)
C (-1.3751, 4.3530, 0.9566)
N (-1.4167, 3.3245, 1.7939)
C (-2.7217, 2.9873, 2.1503)
C (-3.6292, 3.8729, 1.6640)
S (-2.9500, 5.0570, 0.5545)
C (-3.0058, 1.8440, 3.0076)
C (-4.2505, 1.4969, 3.4536)
S (-4.1793, 0.0803, 4.4225)
C (-2.4212, -0.0058, 4.0958)
N (-1.9717, 0.9812, 3.3451)
C (-1.5284, -0.9627, 4.8311)
H (0.3989, 4.1176, -0.2493)
H (0.6646, 4.9449, 1.2564)
H (-0.2033, 5.8212, -0.1014)
H (-4.7005, 3.8510, 1.7909)
H (-5.1899, 1.9807, 3.3495)
H (-1.3315, -1.8383, 4.1934)
H (-1.9512, -1.3433, 5.7651)
H (-0.5744, -0.4724, 5.0142)

Cartesian forces (eV/Å) of the 6 atoms listed first:
Sr 1.5 -0.7 0.8
C 0.4 0.5 -1.2
C 0.5 -1.0 -0.3
C -0.9 0.6 1.9
P -3.0 -0.4 -0.4
C -0.3 1.2 -1.0

Computed properties:
DFT total energy   -3978.1319 Ha
F_max   5.04 eV/Å
Net charge   -1
Energy above the lowest of the compared OMol25 structures with the same formula, charge and spin   396.9 kJ/mol
Kohn-Sham gap   5.13 eV



Computed, not measured: C36H45B2F4N9OTeY as an isolated structure, with wB97M-V/def2-TZVPD.

Geometry (Å):
Y (0.6299, 1.0204, -1.1136)
C (2.7431, 1.2072, -4.2147)
C (2.6727, 2.4194, -3.3439)
C (3.1196, 3.7031, -3.6299)
C (2.8328, 4.4481, -2.5043)
N (2.2470, 3.6545, -1.5922)
N (2.1473, 2.3843, -2.1114)
B (1.8817, 3.9277, -0.0945)
N (0.3279, 3.8685, 0.1115)
C (-0.4604, 4.9001, 0.4345)
C (-1.7706, 4.4645, 0.4657)
C (-1.7106, 3.1161, 0.1332)
C (-2.8294, 2.1454, -0.0390)
N (-0.4375, 2.7562, -0.0707)
N (2.5516, 2.7869, 0.7194)
C (3.6853, 2.8533, 1.4282)
C (3.9460, 1.6106, 1.9589)
C (2.9075, 0.8014, 1.5053)
C (2.7120, -0.6417, 1.8094)
N (2.0674, 1.5100, 0.7308)
N (2.3288, 5.2739, 0.4380)
C (2.3897, 5.6263, 1.7531)
C (2.4990, 6.9858, 1.8178)
C (2.4765, 7.4174, 0.4673)
C (2.5357, 8.8191, -0.0554)
N (2.3548, 6.3886, -0.3500)
H (2.3850, 1.4438, -5.2147)
H (2.1275, 0.3938, -3.8361)
H (3.7728, 0.8578, -4.2931)
H (3.5833, 4.0436, -4.5430)
H (2.9947, 5.4874, -2.2752)
H (-0.0521, 5.8845, 0.6155)
H (-2.6494, 5.0469, 0.6918)
H (-3.7650, 2.5814, 0.3067)
H (-2.6485, 1.2334, 0.5293)
H (-2.9501, 1.8888, -1.0941)
H (4.2411, 3.7744, 1.5045)
H (4.7707, 1.3257, 2.5952)
H (3.2456, -0.8974, 2.7235)
H (3.0974, -1.2690, 1.0069)
H (1.6620, -0.8757, 1.9513)
H (2.3286, 4.8915, 2.5431)
H (2.5922, 7.5968, 2.7028)
H (3.2091, 9.4277, 0.5466)
H (1.5483, 9.2824, -0.0221)
H (2.8777, 8.8289, -1.0890)
F (-0.6852, 2.1632, -2.7483)
B (-0.9141, 1.1372, -3.7592)
F (-0.2114, 0.0022, -3.0709)
F (-0.2643, 1.4202, -4.9185)
F (-2.2468, 0.8571, -3.8413)
C (2.0995, -2.0509, -2.4213)
C (1.0228, -2.2694, -1.3911)
O (0.5864, -3.3954, -1.1918)
N (0.5933, -1.1703, -0.6678)
Te (-1.0188, -1.7393, 0.4551)
C (-0.6946, -2.9699, 2.1656)
C (-1.8243, -2.9726, 3.0037)
C (-3.1594, -2.3158, 2.7050)
C (-1.7547, -3.7110, 4.1797)
C (-0.6238, -4.4251, 4.5437)
C (-0.5737, -5.2194, 5.8211)
C (0.4639, -4.4022, 3.6815)
C (0.4581, -3.6927, 2.4899)
C (1.6676, -3.8400, 1.6049)
C (-2.3361, -3.0113, -0.6346)
C (-2.3436, -4.4117, -0.5151)
C (-1.4071, -5.2446, 0.3308)
C (-3.3310, -5.1017, -1.2176)
C (-4.2735, -4.4731, -2.0150)
C (-5.3232, -5.2579, -2.7580)
C (-4.2298, -3.0872, -2.1101)
C (-3.2809, -2.3374, -1.4330)
C (-3.3546, -0.8380, -1.5691)
H (2.7241, -2.9379, -2.4712)
H (2.7163, -1.1798, -2.1981)
H (1.6252, -1.9113, -3.3949)
H (-3.1064, -1.4327, 2.0701)
H (-3.6351, -2.0031, 3.6327)
H (-3.8255, -3.0275, 2.2105)
H (-2.6239, -3.7228, 4.8323)
H (-1.4985, -5.1238, 6.3883)
H (0.2519, -4.8854, 6.4532)
H (-0.4110, -6.2780, 5.6079)
H (1.3539, -4.9742, 3.9336)
H (1.7709, -4.8822, 1.2957)
H (2.5733, -3.5708, 2.1474)
H (1.6014, -3.2427, 0.7093)
H (-0.3818, -4.8985, 0.2624)
H (-1.4381, -6.2793, -0.0103)
H (-1.7128, -5.2363, 1.3804)
H (-3.3484, -6.1839, -1.1319)
H (-5.1715, -6.3306, -2.6511)
H (-5.3087, -5.0116, -3.8211)
H (-6.3186, -5.0133, -2.3819)
H (-4.9517, -2.5742, -2.7398)
H (-3.9473, -0.5584, -2.4363)
H (-2.3789, -0.3866, -1.7224)
H (-3.8186, -0.3923, -0.6864)

Cartesian forces (eV/Å) of the 6 atoms listed first:
Y -0.4 0.6 -0.7
C 0.0 0.1 0.0
C 0.0 -0.1 0.0
C 0.1 0.1 -0.1
C -0.1 0.0 0.1
N 0.2 0.2 -0.1

Computed properties:
DFT total energy   -2722.6802 Ha
F_max   2.16 eV/Å
Net charge   +1
Energy above the lowest of the compared OMol25 structures with the same formula, charge and spin   0.0 kJ/mol
Kohn-Sham gap   8.82 eV



Computed, not measured: C36H45BF4N6O2PdS as an isolated structure, with wB97M-V/def2-TZVPD.

Geometry (Å):
Pd (0.6368, -0.7124, 0.0129)
C (1.4205, 4.8504, 0.6559)
C (2.7557, 4.6728, -0.0703)
C (2.5397, 4.5694, -1.5849)
C (3.6449, 3.5610, 0.4662)
C (5.0067, 3.8352, 0.5966)
C (5.8876, 2.8979, 1.0943)
C (5.4060, 1.6648, 1.5167)
C (4.0605, 1.3563, 1.4357)
C (3.5016, 0.0441, 1.9466)
C (4.5569, -1.0212, 2.2156)
C (2.6434, 0.2803, 3.1968)
C (3.1831, 2.2993, 0.8553)
N (1.8203, 1.9724, 0.7890)
C (1.2996, 1.5454, -0.2988)
C (-0.1019, 1.0965, -0.3452)
N (-0.7982, 0.9498, 0.7809)
C (-2.1890, 0.8041, 0.7009)
C (-2.9821, 1.7247, -0.0387)
C (-4.3640, 1.5893, -0.0586)
C (-5.0116, 0.6107, 0.6734)
C (-4.2447, -0.2405, 1.4487)
C (-2.8575, -0.1695, 1.4874)
C (-2.2001, -1.2290, 2.3733)
C (-2.0456, -2.5387, 1.5898)
C (-0.8887, -0.8632, 3.0672)
C (-2.3925, 2.9156, -0.7790)
C (-2.9947, 4.2369, -0.2910)
C (-2.5660, 2.7784, -2.2951)
H (0.9937, 5.8252, 0.4022)
H (1.5483, 4.7983, 1.7382)
H (0.7037, 4.0792, 0.3780)
H (3.3278, 5.5923, 0.1017)
H (1.9508, 3.6879, -1.8308)
H (3.4930, 4.4937, -2.1092)
H (2.0002, 5.4452, -1.9584)
H (5.3748, 4.8064, 0.2798)
H (6.9473, 3.1160, 1.1457)
H (6.1019, 0.9259, 1.8910)
H (2.8449, -0.3469, 1.1599)
H (5.1820, -0.7577, 3.0766)
H (5.1913, -1.1706, 1.3424)
H (4.0593, -1.9637, 2.4596)
H (3.2602, 0.6872, 4.0048)
H (2.2055, -0.6609, 3.5397)
H (1.8319, 0.9732, 2.9792)
H (1.8737, 1.4477, -1.2252)
H (-0.5846, 1.0487, -1.3233)
H (-4.9507, 2.2836, -0.6500)
H (-6.0916, 0.5205, 0.6491)
H (-4.7327, -1.0058, 2.0454)
H (-2.9336, -1.4120, 3.1687)
H (-1.5883, -3.3096, 2.2171)
H (-1.4050, -2.3794, 0.7187)
H (-3.0091, -2.9059, 1.2273)
H (-0.7457, -1.5295, 3.9245)
H (-0.8746, 0.1710, 3.4064)
H (-0.0464, -1.0040, 2.3895)
H (-1.3301, 2.9666, -0.5519)
H (-4.0646, 4.2997, -0.5020)
H (-2.5061, 5.0760, -0.7925)
H (-2.8553, 4.3517, 0.7854)
H (-3.6270, 2.8114, -2.5581)
H (-2.1726, 1.8311, -2.6657)
H (-2.0626, 3.5985, -2.8140)
N (-6.3017, -4.7414, -0.6849)
C (-5.1587, -4.1092, -1.2266)
C (-5.0202, -2.7255, -1.1521)
C (-3.9121, -2.1009, -1.6986)
C (-2.9449, -2.8575, -2.3444)
C (-3.0761, -4.2343, -2.4333)
C (-4.1799, -4.8593, -1.8729)
S (-1.4856, -2.0688, -2.9883)
O (-1.8278, -0.6734, -3.1510)
O (-1.0999, -2.7975, -4.1728)
N (-0.4638, -2.1553, -1.7771)
C (0.2816, -3.2049, -1.4223)
N (1.1236, -2.9102, -0.3815)
C (2.0490, -3.7910, -0.0600)
C (2.1213, -5.0338, -0.6741)
C (1.1271, -5.3045, -1.5998)
N (0.2044, -4.4319, -1.9745)
H (-6.7020, -4.2113, 0.0757)
H (-6.1083, -5.6849, -0.3817)
H (-5.7712, -2.1327, -0.6432)
H (-3.7900, -1.0273, -1.6210)
H (-2.2990, -4.8020, -2.9284)
H (-4.2857, -5.9374, -1.9359)
H (2.7458, -3.4965, 0.7179)
H (2.8890, -5.7511, -0.4254)
H (1.0633, -6.2842, -2.0682)
F (5.8871, -0.9631, -0.7140)
B (4.9572, -0.5047, -1.6785)
F (5.0741, -1.2959, -2.8337)
F (5.2196, 0.8377, -1.9863)
F (3.6474, -0.6191, -1.1546)

Cartesian forces (eV/Å) of the 6 atoms listed first:
Pd -0.1 -0.7 -0.1
C 0.0 0.0 0.0
C 0.0 0.0 -0.1
C 0.0 0.0 0.1
C 0.0 0.1 0.1
C 0.0 0.0 0.0

Computed properties:
DFT total energy   -2828.5417 Ha
F_max   0.74 eV/Å
Net charge   -2
Energy above the lowest of the compared OMol25 structures with the same formula, charge and spin   0.0 kJ/mol
Kohn-Sham gap   6.23 eV